Computed, not measured: a cluster of 3 separate species, C20H40NO5S3 in total, with the ωB97M-V functional and the def2-TZVPD basis.

HOMO-LUMO gap (alpha / beta), eV: 8.02 / 8.79
M, g mol⁻¹: 470.74
E_tot, eV: -65620.2482
HOMO level (alpha / beta), eV: -7.55 / -8.32
<S²>: 0.754
Spin multiplicity: 2

CARTESIAN COORDINATES (ANGSTROEM)
1 C 4.955 0.637 0.028
2 C 4.784 1.462 -1.240
3 S 3.932 0.649 -2.620
4 C 2.315 0.129 -1.989
5 C 1.215 1.192 -1.994
6 C -0.177 0.534 -1.959
7 C -1.170 1.048 -0.907
8 C -2.606 0.719 -1.335
9 C -0.883 0.423 0.460
10 N -1.027 2.527 -0.802
11 O -2.021 3.161 -0.306
12 C 0.299 3.160 -0.541
13 C 0.355 4.408 -1.420
14 C 0.383 3.559 0.934
15 C 1.459 2.211 -0.879
16 H 4.064 0.059 0.276
17 H 5.159 1.294 0.876
18 H 5.787 -0.060 -0.071
19 H 4.322 2.426 -1.031
20 H 5.761 1.674 -1.680
21 H 2.407 -0.318 -0.995
22 H 2.048 -0.680 -2.672
23 H 1.313 1.720 -2.948
24 H -0.637 0.649 -2.943
25 H -0.077 -0.543 -1.788
26 H -2.593 0.087 -2.224
27 H -3.131 0.182 -0.544
28 H -3.165 1.622 -1.567
29 H -1.118 -0.643 0.406
30 H -1.516 0.883 1.221
31 H 0.161 0.516 0.751
32 H 0.328 4.143 -2.480
33 H 1.276 4.962 -1.224
34 H -0.496 5.055 -1.211
35 H 1.375 3.974 1.128
36 H -0.367 4.312 1.167
37 H 0.239 2.702 1.591
38 H 1.801 1.698 0.027
39 H 2.284 2.850 -1.200
40 C 2.602 -2.403 4.443
41 C 3.421 -1.240 5.020
42 C 3.391 -0.106 3.990
43 S 1.836 -0.294 3.099
44 O 2.130 -0.616 1.722
45 O 0.950 0.801 3.398
46 C 1.305 -1.788 3.930
47 H 2.405 -3.170 5.190
48 H 3.141 -2.871 3.616
49 H 2.969 -0.902 5.954
50 H 4.446 -1.537 5.239
51 H 3.401 0.890 4.424
52 H 4.182 -0.197 3.247
53 H 0.760 -2.394 3.209
54 H 0.645 -1.483 4.742
55 C -5.149 -3.030 -3.256
56 C -6.189 -2.686 -2.180
57 C -5.795 -3.443 -0.909
58 S -4.002 -3.626 -0.978
59 O -3.681 -5.027 -1.086
60 O -3.378 -2.826 0.045
61 C -3.791 -2.867 -2.586
62 H -5.240 -2.382 -4.127
63 H -5.278 -4.062 -3.590
64 H -6.176 -1.611 -1.991
65 H -7.197 -2.954 -2.493
66 H -6.035 -2.917 0.012
67 H -6.203 -4.451 -0.879
68 H -2.967 -3.372 -3.085
69 H -3.546 -1.820 -2.414

Computed, not measured: a cluster of 2 separate species, C12H17F3NO3 in total at a distorted geometry, with the ωB97M-V functional and the def2-TZVPD basis.

HOMO-LUMO gap, eV: 8.28
M, g mol⁻¹: 280.27
E_tot, eV: -28489.8020
HOMO level, eV: -13.21
Spin multiplicity: 1
Net charge: +1

CARTESIAN COORDINATES (ANGSTROEM)
1 C -0.665 -3.696 -0.500
2 C 0.777 -4.377 -0.929
3 O 1.730 -4.534 0.181
4 C 1.971 -3.272 0.897
5 C 2.233 -1.971 -0.066
6 C 1.342 -0.593 0.157
7 C 1.644 0.644 -0.894
8 N 2.690 0.478 -1.977
9 C 3.535 -0.753 -2.231
10 C 3.372 -2.091 -1.280
11 H -1.373 -3.817 -1.451
12 H -1.163 -4.223 0.419
13 H -0.608 -2.541 -0.292
14 H 0.510 -5.480 -1.295
15 H 1.215 -3.832 -1.878
16 H 1.111 -3.053 1.696
17 H 2.959 -3.400 1.556
18 H 0.547 -0.566 1.023
19 H 0.974 1.618 -0.744
20 H 2.844 1.308 -2.620
21 H 4.307 -0.824 -3.114
22 H 3.965 -3.094 -1.396
23 C -3.367 5.245 0.571
24 C -2.704 4.632 1.790
25 O -2.694 3.200 1.689
26 C -1.670 2.653 0.959
27 O -0.795 3.314 0.405
28 C -1.753 1.127 0.975
29 F -3.023 0.665 0.787
30 F -1.331 0.603 2.162
31 F -0.992 0.541 0.008
32 H -4.369 4.826 0.426
33 H -3.449 6.330 0.679
34 H -2.798 5.029 -0.338
35 H -3.280 4.883 2.687
36 H -1.691 5.024 1.939

Computed, not measured: a cluster of 2 separate species, C2H6OS2 in total at a distorted geometry, with the ωB97M-V functional and the def2-TZVPD basis.

Relative energy (zero: lowest compared OMol25 entry of this formula, charge and spin), kcal/mol: 67.9
HOMO-LUMO gap, eV: 9.72
M, g mol⁻¹: 110.20
E_tot, eV: -25885.7526
HOMO level, eV: -9.40
Spin multiplicity: 1

CARTESIAN COORDINATES (ANGSTROEM)
1 C 0.348 1.222 -0.834
2 C 0.885 -0.444 0.344
3 O -1.096 -1.136 2.046
4 S -1.529 -2.076 -0.687
5 S -0.861 -0.875 0.647
6 H -0.051 1.920 -0.132
7 H 1.318 1.482 -1.231
8 H -0.310 0.769 -1.548
9 H 1.376 -0.084 1.232
10 H 1.392 -1.155 -0.277
11 H -1.472 0.376 0.440

Computed, not measured: a cluster of 10 separate species, C36H84N6O26P2 in total at a distorted geometry, with the ωB97M-V functional and the def2-TZVPD basis.

Relative energy (zero: lowest compared OMol25 entry of this formula, charge and spin), kcal/mol: 0.0
HOMO-LUMO gap, eV: 9.25
M, g mol⁻¹: 1079.03
E_tot, eV: -119448.1331
SMILES: CN(C)P(=O)(N(C)C)N(C)C.CN(C)P(=O)(N(C)C)N(C)C.COC(=O)OC.COC(=O)OC.COC(=O)OC.COC(=O)OC.COC(=O)OC.COC(=O)OC.COC(=O)OC.COC(=O)OC
HOMO level, eV: -8.71
Spin multiplicity: 1

CARTESIAN COORDINATES (ANGSTROEM)
1 O -1.290 -3.196 2.017
2 P -2.190 -4.302 2.352
3 N -1.280 -5.514 3.239
4 C -1.908 -6.444 4.208
5 C -0.017 -5.999 2.804
6 N -2.944 -4.872 0.950
7 C -3.792 -6.011 0.875
8 C -2.937 -3.910 -0.128
9 N -3.381 -3.831 3.431
10 C -2.855 -3.041 4.578
11 C -4.702 -3.309 2.983
12 H -1.510 -6.279 5.209
13 H -1.610 -7.503 3.945
14 H -3.002 -6.311 4.237
15 H -0.127 -6.959 2.225
16 H 0.637 -6.120 3.692
17 H 0.373 -5.286 2.113
18 H -3.616 -6.550 -0.050
19 H -3.722 -6.676 1.774
20 H -4.836 -5.732 0.923
21 H -3.976 -3.859 -0.484
22 H -2.562 -2.926 0.140
23 H -2.348 -4.300 -0.968
24 H -3.509 -3.157 5.464
25 H -1.860 -3.512 4.850
26 H -2.708 -1.898 4.357
27 H -5.154 -3.817 2.164
28 H -4.571 -2.279 2.770
29 H -5.279 -3.585 3.892
30 O 2.455 -1.967 -2.483
31 P 3.384 -2.611 -1.484
32 N 3.282 -4.303 -1.636
33 C 2.963 -4.769 -3.014
34 C 3.561 -5.308 -0.621
35 N 2.983 -2.413 0.065
36 C 3.467 -1.363 0.951
37 C 1.770 -3.078 0.609
38 N 4.979 -2.023 -1.512
39 C 5.395 -1.740 -2.919
40 C 5.927 -2.797 -0.760
41 H 3.908 -4.917 -3.523
42 H 2.289 -4.013 -3.445
43 H 2.530 -5.766 -2.923
44 H 3.659 -4.867 0.396
45 H 4.451 -5.919 -0.828
46 H 2.757 -6.013 -0.516
47 H 3.786 -1.698 1.987
48 H 4.393 -0.899 0.540
49 H 2.667 -0.595 1.030
50 H 1.897 -3.229 1.712
51 H 0.941 -2.433 0.559
52 H 1.543 -4.068 0.212
53 H 5.478 -2.661 -3.535
54 H 4.680 -0.958 -3.363
55 H 6.428 -1.328 -2.874
56 H 6.937 -2.483 -1.200
57 H 5.884 -3.875 -0.854
58 H 5.922 -2.570 0.279
59 C -2.479 -0.067 1.787
60 O -1.764 1.099 2.248
61 C -1.732 1.210 3.597
62 O -2.228 0.338 4.310
63 O -1.087 2.327 3.900
64 C -1.118 2.598 5.326
65 H -2.079 -0.990 2.132
66 H -2.440 0.040 0.725
67 H -3.496 0.017 2.100
68 H -1.763 3.465 5.476
69 H -0.095 2.760 5.678
70 H -1.561 1.810 5.846
71 C 0.770 0.744 -4.103
72 O 1.381 1.244 -2.926
73 C 2.701 1.349 -3.051
74 O 3.359 1.011 -3.992
75 O 3.136 2.012 -2.011
76 C 4.484 2.438 -1.925
77 H 0.864 1.399 -4.982
78 H -0.255 0.715 -3.823
79 H 1.161 -0.264 -4.276
80 H 4.899 2.708 -2.897
81 H 5.144 1.690 -1.499
82 H 4.454 3.249 -1.190
83 C 4.128 0.069 4.426
84 O 2.869 -0.437 4.169
85 C 1.843 0.444 4.333
86 O 1.993 1.548 4.781
87 O 0.632 -0.104 4.154
88 C 0.642 -1.342 3.472
89 H 4.333 0.830 3.666
90 H 4.899 -0.707 4.295
91 H 4.201 0.487 5.405
92 H 1.155 -1.177 2.566
93 H -0.382 -1.588 3.247
94 H 1.143 -2.095 4.117
95 C -2.820 2.993 -2.181
96 O -3.039 3.552 -0.799
97 C -3.774 2.816 0.099
98 O -4.402 1.796 -0.087
99 O -3.892 3.379 1.311
100 C -2.982 4.458 1.532
101 H -3.779 2.884 -2.705
102 H -2.345 2.016 -2.106
103 H -2.225 3.775 -2.697
104 H -3.229 4.862 2.593
105 H -3.021 5.220 0.739
106 H -1.958 4.144 1.592
107 C -0.807 9.319 -1.446
108 O -1.949 9.019 -0.595
109 C -3.048 8.443 -1.091
110 O -3.190 8.026 -2.224
111 O -3.943 8.285 -0.104
112 C -5.045 7.394 -0.407
113 H -0.061 9.531 -0.639
114 H -1.119 10.198 -1.967
115 H -0.649 8.514 -2.096
116 H -4.641 6.416 -0.200
117 H -5.310 7.476 -1.461
118 H -5.988 7.704 0.101
119 C 0.803 5.015 -3.610
120 O 2.022 5.507 -4.199
121 C 2.849 5.975 -3.296
122 O 2.592 6.090 -2.094
123 O 3.968 6.415 -3.861
124 C 4.852 7.305 -3.227
125 H 0.313 5.756 -2.978
126 H 0.967 4.169 -2.958
127 H 0.139 4.640 -4.437
128 H 5.681 7.365 -3.886
129 H 5.169 6.945 -2.251
130 H 4.510 8.363 -3.070
131 C -4.223 -1.330 -3.173
132 O -3.061 -2.166 -3.097
133 C -3.239 -3.453 -3.286
134 O -4.272 -4.037 -3.278
135 O -2.117 -4.130 -3.378
136 C -0.905 -3.385 -3.433
137 H -3.960 -0.412 -2.799
138 H -4.989 -1.768 -2.552
139 H -4.546 -1.350 -4.253
140 H -0.587 -3.033 -2.481
141 H -0.931 -2.536 -4.089
142 H -0.151 -4.147 -3.785
143 C 0.344 3.418 0.346
144 O -0.458 2.475 -0.317
145 C 0.044 1.217 -0.326
146 O 1.063 0.945 0.280
147 O -0.630 0.479 -1.178
148 C -0.288 -0.876 -1.268
149 H -0.246 4.312 0.208
150 H 1.307 3.494 -0.248
151 H 0.480 3.169 1.354
152 H -1.043 -1.463 -0.764
153 H 0.760 -1.040 -0.930
154 H -0.351 -1.136 -2.342